(1)
Formula: C14H16N13O2PtSTe
Source: the Open Molecules 2025 dataset
Level of theory: ωB97M-V/def2-TZVPD

XYZ file:
```
48
Properties=species:S:1:pos:R:3
Pt -0.921 -0.103 -1.218
N 3.098 -2.325 3.555
C 2.992 -1.796 2.269
C 3.258 -0.442 2.041
C 3.119 0.088 0.770
C 2.705 -0.728 -0.273
C 2.422 -2.067 -0.061
C 2.565 -2.597 1.209
S 2.540 -0.005 -1.885
O 2.513 -1.071 -2.845
O 3.557 1.004 -2.036
N 1.046 0.652 -1.861
C 0.765 1.945 -1.591
N 1.602 2.784 -0.954
C 1.219 4.051 -0.850
C -0.002 4.519 -1.303
C -0.874 3.547 -1.783
N -0.515 2.287 -1.924
H 3.716 -1.829 4.175
H 3.211 -3.324 3.595
H 3.578 0.183 2.867
H 3.348 1.126 0.557
H 2.067 -2.675 -0.880
H 2.332 -3.640 1.387
H 1.917 4.706 -0.338
H -0.291 5.557 -1.232
H -1.899 3.783 -2.049
N -3.689 -2.330 -1.735
C -3.957 -0.994 -1.609
N -5.148 -0.450 -1.801
N -4.976 0.857 -1.537
N -3.756 1.095 -1.209
N -3.066 -0.066 -1.232
C -2.445 -2.891 -1.592
N -2.193 -4.181 -1.736
N -0.882 -4.309 -1.463
N -0.368 -3.165 -1.175
N -1.332 -2.227 -1.245
H -4.433 -2.933 -2.035
C -0.869 -0.291 2.901
Te -0.155 0.924 1.271
C -1.974 2.078 1.339
H -1.879 -0.616 2.664
H -0.869 0.287 3.822
H -0.219 -1.157 3.005
H -1.866 2.938 1.996
H -2.758 1.418 1.700
H -2.231 2.382 0.332
```

## Properties
- Total energy: -59618.2121 eV
- 2S+1: 3
- HOMO energy (spin up / spin down): -0.1734 / -0.1909 hartree
- Total charge: -1
- Energy relative to the best compared isomer or geometry (same formula, charge and spin): 4.59 kcal per mole

(2)
Formula: C13H15ClN3OS
Source: the Open Molecules 2025 dataset
Level of theory: ωB97M-V/def2-TZVPD

XYZ file:
```
34
Properties=species:S:1:pos:R:3
Cl 2.929 6.478 4.304
C 2.239 5.353 3.197
C 0.937 5.534 2.753
C 0.388 4.628 1.866
C 1.130 3.543 1.411
C 0.529 2.560 0.462
S -0.308 1.215 1.424
C -0.585 0.125 0.145
N -0.257 0.245 -1.114
N -0.681 -0.873 -1.726
C -1.244 -1.622 -0.831
C -1.814 -2.953 -1.179
C -1.079 -4.141 -0.534
C -0.991 -5.160 -1.668
C -0.700 -4.278 -2.873
N -1.584 -3.097 -2.660
O -1.226 -1.061 0.387
C 2.431 3.372 1.871
C 2.990 4.272 2.757
H 0.361 6.377 3.100
H -0.625 4.769 1.521
H 1.276 2.067 -0.156
H -0.239 3.009 -0.165
H -2.884 -2.987 -0.953
H -1.613 -4.520 0.333
H -0.080 -3.842 -0.217
H -0.209 -5.895 -1.500
H -1.938 -5.687 -1.790
H -0.913 -4.756 -3.828
H 0.338 -3.945 -2.861
H -2.464 -3.205 -3.167
H -1.131 -2.195 -2.943
H 3.015 2.530 1.528
H 4.001 4.140 3.108
```

## Properties
- SMILES: Clc1ccc(CSc2nnc([C@@H]3CCC[NH2+]3)o2)cc1
- Total energy: -43593.2025 eV
- HOMO energy: -0.4080 hartree
- Total charge: +1

(3)
Formula: C6H14NO
Source: the Open Molecules 2025 dataset
Level of theory: ωB97M-V/def2-TZVPD

XYZ file:
```
22
Properties=species:S:1:pos:R:3
O 1.805 -0.011 -1.046
C 1.065 0.478 -0.247
C 0.238 -0.254 0.708
C -1.121 0.247 0.846
C -2.009 -0.002 -0.390
C -3.298 0.840 -0.410
C -2.304 -1.519 -0.476
N 5.112 0.293 0.921
H 0.837 1.555 -0.311
H 0.413 -1.319 0.880
H -1.087 1.311 1.144
H -1.548 -0.264 1.720
H -1.409 0.260 -1.266
H -3.705 1.050 0.576
H -3.156 1.755 -0.977
H -4.022 0.215 -0.937
H -1.375 -2.101 -0.409
H -2.910 -1.837 0.374
H -2.796 -1.843 -1.389
H 4.112 0.409 0.912
H 5.401 -0.660 0.766
H 5.582 0.893 0.261
```

## Properties
- Total energy: -9975.8195 eV
- HOMO energy: -0.4569 hartree
- Total charge: +1
- Energy relative to the best compared isomer or geometry (same formula, charge and spin): 102.05 kcal per mole

(4)
Formula: C22H28BN5O3P
Source: the Open Molecules 2025 dataset
Level of theory: ωB97M-V/def2-TZVPD

XYZ file:
```
60
Properties=species:S:1:pos:R:3
C -1.688 -1.720 -1.094
O -2.711 -0.683 -0.858
B -3.818 -0.804 -1.870
O -3.466 -0.580 -3.286
C -5.312 -1.128 -1.266
O -5.158 -1.357 0.206
P -6.050 -2.761 -1.925
N -5.098 -4.061 -1.763
H -0.848 -1.222 -1.751
H -1.191 -2.040 -0.062
H -2.101 -2.683 -1.623
H -3.932 -1.283 -3.834
H -6.126 -1.373 0.524
H -6.415 -2.514 -3.326
H -7.240 -3.030 -1.105
H -4.206 -3.739 -1.326
N 1.447 -1.789 0.632
C 2.255 -2.651 1.287
C 2.887 -2.356 2.485
C 2.684 -1.099 3.044
C 1.859 -0.188 2.391
C 1.267 -0.577 1.200
H 2.385 -3.618 0.809
H 3.523 -3.088 2.969
H 3.164 -0.830 3.980
H 1.681 0.800 2.801
H 0.612 0.097 0.654
N 6.395 -2.684 2.031
C 7.470 -3.479 2.222
C 8.497 -3.621 1.302
C 8.416 -2.908 0.110
C 7.319 -2.082 -0.117
C 6.345 -2.003 0.865
H 7.486 -4.016 3.165
H 9.339 -4.271 1.509
H 9.201 -2.994 -0.636
H 7.226 -1.514 -1.035
H 5.471 -1.370 0.737
N -2.200 3.752 1.325
C -2.299 2.432 1.053
C -2.171 1.436 2.009
C -1.922 1.815 3.324
C -1.813 3.166 3.635
C -1.959 4.088 2.611
H -2.490 2.187 0.013
H -2.262 0.392 1.734
H -1.814 1.063 4.100
H -1.619 3.493 4.650
H -1.886 5.155 2.804
N -3.053 5.090 -3.827
C -2.834 5.041 -2.495
C -1.722 4.449 -1.918
C -0.776 3.868 -2.756
C -0.974 3.901 -4.133
C -2.116 4.519 -4.616
H -3.602 5.505 -1.883
H -1.596 4.441 -0.841
H 0.108 3.394 -2.340
H -0.256 3.457 -4.813
H -2.314 4.574 -5.683
```

## Properties
- Total energy: -46824.9484 eV
- HOMO energy: -0.0999 hartree
- Total charge: -1

(5)
Formula: C2H16N4O6Pt
Source: the Open Molecules 2025 dataset
Level of theory: ωB97M-V/def2-TZVPD

XYZ file:
```
29
Properties=species:S:1:pos:R:3
Pt -0.988 -0.150 -0.821
C -0.143 -0.819 2.458
O -0.524 -0.601 1.287
N -0.959 -1.444 3.324
N 1.096 -0.474 2.880
H -1.928 -1.535 3.074
H -0.706 -1.659 4.274
H 1.720 -0.107 2.184
H 1.305 -0.534 3.860
C 2.216 0.868 -0.685
O 1.027 0.869 -1.064
N 3.217 0.421 -1.469
N 2.553 1.352 0.543
H 2.984 0.110 -2.393
H 4.150 0.295 -1.111
H 1.829 1.848 1.034
H 3.502 1.641 0.726
O 0.162 -1.831 -1.736
H 1.026 -1.788 -2.157
H -0.213 -2.693 -1.957
O -3.171 -0.481 -0.130
H -3.660 0.257 0.251
H -3.823 -1.151 -0.365
O -1.728 1.972 -0.624
H -1.377 2.572 0.044
H -1.846 2.507 -1.418
O -1.841 0.144 -2.957
H -2.566 0.627 -3.371
H -1.315 -0.214 -3.682
```

## Properties
- Total energy: -23811.5136 eV
- 2S+1: 3
- HOMO energy (spin up / spin down): -0.6049 / -0.6046 hartree
- Total charge: +2

(6)
Formula: CH3Cl3N2
Source: the Open Molecules 2025 dataset
Level of theory: ωB97M-V/def2-TZVPD

XYZ file:
```
9
Properties=species:S:1:pos:R:3
Cl -3.273 1.017 0.837
N -3.832 0.897 -0.785
N -4.195 -0.081 -1.333
Cl -4.100 -1.716 -0.611
C -0.725 -1.351 0.024
Cl 0.966 -1.348 0.848
H -1.413 -0.652 0.486
H -0.642 -1.137 -1.034
H -1.049 -2.383 0.090
```

## Properties
- SMILES: Cl/N=N\Cl.CCl
- Total energy: -41630.1301 eV
- HOMO energy: -0.3964 hartree
- Energy relative to the best compared isomer or geometry (same formula, charge and spin): 16.30 kcal per mole

(7)
Formula: C53H51GeIrN4O4P2
Source: the Open Molecules 2025 dataset
Level of theory: ωB97M-V/def2-TZVPD

XYZ file:
```
116
Properties=species:S:1:pos:R:3
Ir 0.795 -0.846 0.529
C 3.345 0.883 -2.863
N 2.932 1.085 -1.438
P 2.864 -0.301 -0.475
C 4.202 -0.085 0.721
C 5.274 0.762 0.460
C 6.317 0.857 1.366
C 6.304 0.104 2.535
C 5.249 -0.762 2.790
C 4.199 -0.855 1.886
C 3.477 -1.644 -1.529
C 2.561 -2.461 -2.199
C 3.006 -3.498 -3.008
C 4.367 -3.726 -3.154
C 5.282 -2.918 -2.488
C 4.844 -1.886 -1.672
P 1.670 2.350 -1.340
C 2.547 3.792 -2.040
C 1.778 4.703 -2.754
C 2.364 5.851 -3.281
C 3.720 6.082 -3.104
C 4.495 5.173 -2.389
C 3.911 4.033 -1.856
C 1.605 2.861 0.414
C 2.710 2.935 1.268
C 2.591 3.522 2.521
C 1.375 4.056 2.926
C 0.275 3.995 2.081
C 0.386 3.395 0.833
H 4.369 0.528 -2.912
H 3.288 1.835 -3.376
H 2.708 0.173 -3.390
H 5.297 1.342 -0.455
H 7.147 1.523 1.159
H 7.118 0.192 3.244
H 5.242 -1.358 3.695
H 3.368 -1.512 2.089
H 1.501 -2.281 -2.093
H 2.289 -4.128 -3.522
H 4.718 -4.534 -3.785
H 6.346 -3.094 -2.598
H 5.568 -1.276 -1.147
H 0.720 4.511 -2.902
H 1.761 6.558 -3.838
H 4.176 6.972 -3.519
H 5.554 5.358 -2.246
H 4.520 3.329 -1.292
H 3.668 2.565 0.944
H 3.456 3.576 3.174
H 1.286 4.524 3.899
H -0.670 4.430 2.389
H -0.473 3.361 0.166
C -4.775 -4.213 -1.568
C -4.197 -4.608 -0.366
C -3.883 -3.658 0.595
C -4.150 -2.308 0.354
C -4.742 -1.915 -0.849
C -5.058 -2.872 -1.806
Ge -3.682 -1.040 1.702
C -3.095 -1.819 3.359
C -1.759 -1.834 3.755
C -1.405 -2.374 4.987
C -2.379 -2.902 5.825
C -3.712 -2.897 5.429
C -4.072 -2.353 4.204
C -4.525 0.662 1.806
C -5.753 0.899 1.192
C -6.345 2.150 1.307
C -5.711 3.157 2.026
C -4.493 2.913 2.653
C -3.899 1.663 2.550
H -5.005 -4.955 -2.324
H -3.996 -5.657 -0.180
H -3.439 -3.963 1.538
H -4.940 -0.867 -1.046
H -5.530 -2.572 -2.735
H -0.995 -1.412 3.120
H -0.365 -2.358 5.301
H -2.106 -3.303 6.793
H -4.474 -3.303 6.083
H -5.119 -2.337 3.917
H -6.256 0.114 0.637
H -7.303 2.338 0.838
H -6.170 4.135 2.101
H -4.015 3.694 3.233
H -2.955 1.467 3.050
C 0.669 -5.924 2.050
N 1.432 -4.648 2.240
C 0.601 -3.678 3.022
C 1.945 -4.046 0.912
C 0.880 -3.836 -0.133
C 0.558 -4.885 -0.988
C -0.452 -4.756 -1.934
C -1.149 -3.560 -2.026
C -0.815 -2.499 -1.191
C 0.210 -2.616 -0.261
H 0.418 -6.335 3.024
H 1.270 -6.639 1.493
H -0.238 -5.709 1.499
H 2.262 -4.866 2.785
H -0.247 -3.379 2.412
H 1.183 -2.793 3.259
H 0.247 -4.155 3.933
H 2.707 -4.732 0.550
H 2.402 -3.094 1.162
H 1.122 -5.810 -0.933
H -0.685 -5.583 -2.597
H -1.932 -3.431 -2.762
H -1.367 -1.575 -1.314
O 1.747 1.084 3.995
C 1.532 0.259 3.197
N 1.296 -0.676 2.446
O -0.668 0.445 -0.626
N -1.793 0.184 -0.102
O -2.829 0.509 -0.600
O -1.774 -0.538 1.025
```

## Properties
- Total energy: -147854.5325 eV
- HOMO energy (spin up / spin down): -0.4559 / -0.4559 hartree
- Total charge: +2
- Energy relative to the best compared isomer or geometry (same formula, charge and spin): 0.00 kcal per mole

(8)
Formula: C4H12NS
Source: the Open Molecules 2025 dataset
Level of theory: ωB97M-V/def2-TZVPD

XYZ file:
```
18
Properties=species:S:1:pos:R:3
C -2.824 0.796 0.479
C -2.319 -0.610 0.424
C -2.890 -1.600 -0.256
C 0.967 0.255 0.008
S 0.574 1.906 -0.584
N 5.071 -0.216 -0.388
H -2.253 1.463 -0.165
H -2.800 1.216 1.485
H -3.850 0.834 0.102
H -1.286 -0.779 0.713
H -2.426 -2.574 -0.335
H -3.890 -1.524 -0.670
H 1.939 0.422 0.476
H 1.014 -0.386 -0.870
H 0.078 2.292 0.616
H 5.496 -0.591 0.444
H 4.080 -0.073 -0.331
H 5.320 -0.832 -1.149
```

## Properties
- Total energy: -16664.6880 eV
- 2S+1: 2
- HOMO energy (spin up / spin down): -0.3268 / -0.3513 hartree
- Energy relative to the best compared isomer or geometry (same formula, charge and spin): 33.05 kcal per mole